(1)
The following is a DFT calculation (the ωB97M-V functional and the def2-TZVPD basis) of 11 unconnected molecules or ions with the total composition C33H63F2N3O24S6 at a distorted geometry.

Values from the calculation:
Total charge: 0

Geometry as XYZ:
```
131
C33H63F2N3O24S6, DFT the ωB97M-V functional and the def2-TZVPD basis
O -1.272 2.448 -3.869
C -0.905 1.268 -4.078
O -1.158 0.519 -5.169
C -0.328 -0.598 -5.166
C 0.156 -0.709 -3.702
F 1.459 -0.972 -3.603
O -0.105 0.607 -3.173
H -0.893 -1.487 -5.444
H 0.490 -0.408 -5.861
H -0.326 -1.469 -3.088
O 0.521 3.494 0.853
C 1.099 4.614 1.027
O 2.274 5.072 0.444
C 2.715 6.289 0.917
C 1.471 6.720 1.727
F 0.790 7.531 0.910
O 0.713 5.548 1.923
H 3.565 6.270 1.600
H 2.948 6.937 0.073
H 1.722 7.325 2.598
C 0.968 0.448 -0.295
N -0.265 -0.318 -0.101
O -1.236 0.348 0.331
O -0.275 -1.530 -0.293
H 1.593 -0.238 -0.866
H 1.497 0.563 0.652
H 0.860 1.331 -0.925
C 0.330 -4.977 -0.233
N 0.525 -5.831 -1.449
O -0.477 -6.020 -2.144
O 1.612 -6.344 -1.616
H 0.462 -3.972 -0.633
H 1.075 -5.146 0.544
H -0.667 -5.197 0.147
C 4.482 0.586 1.828
N 3.908 1.954 1.861
O 3.098 2.211 2.734
O 4.169 2.673 0.910
H 3.783 -0.066 2.353
H 5.462 0.556 2.303
H 4.553 0.317 0.774
O -1.893 -3.674 2.350
S -3.086 -2.871 2.391
O -3.189 -1.890 3.480
C -3.629 -2.113 0.826
C -4.873 -2.937 0.313
C -5.641 -3.261 1.569
C -4.508 -3.982 2.437
H -2.798 -1.827 0.182
H -4.031 -1.197 1.260
H -5.458 -2.354 -0.398
H -4.661 -3.869 -0.213
H -6.515 -3.877 1.357
H -5.964 -2.328 2.031
H -4.184 -4.852 1.865
H -4.755 -4.218 3.472
O 3.832 -1.085 -1.023
S 3.599 -2.294 -1.786
O 2.226 -2.749 -1.886
C 4.273 -2.151 -3.465
C 5.387 -3.299 -3.618
C 5.077 -4.412 -2.517
C 4.705 -3.702 -1.226
H 4.715 -1.155 -3.492
H 3.430 -2.030 -4.145
H 5.389 -3.656 -4.648
H 6.418 -3.003 -3.423
H 5.857 -5.171 -2.445
H 4.198 -5.019 -2.733
H 5.623 -3.396 -0.723
H 4.239 -4.348 -0.482
O -2.785 2.877 6.155
S -2.289 1.830 5.268
O -1.288 0.848 5.663
C -3.714 1.015 4.443
C -3.676 1.277 2.897
C -3.066 2.654 2.791
C -1.752 2.553 3.672
H -4.577 1.519 4.879
H -3.618 0.008 4.848
H -2.995 0.575 2.415
H -4.682 1.198 2.485
H -3.812 3.320 3.225
H -2.876 2.953 1.760
H -1.099 3.420 3.772
H -1.113 1.774 3.254
O -6.299 2.025 -3.913
S -6.713 1.839 -2.511
O -8.123 1.401 -2.190
C -5.555 0.656 -1.745
C -4.452 1.559 -1.074
C -5.202 2.715 -0.531
C -6.263 3.275 -1.473
H -5.309 0.013 -2.590
H -6.166 -0.010 -1.136
H -3.842 1.000 -0.364
H -3.881 1.924 -1.927
H -4.554 3.547 -0.253
H -5.788 2.376 0.323
H -6.136 4.135 -2.131
H -7.166 3.423 -0.880
O 2.028 -4.635 3.557
S 2.383 -3.201 3.683
O 3.719 -2.655 3.385
C 1.175 -2.366 2.537
C 0.500 -1.234 3.332
C 0.271 -1.922 4.741
C 1.650 -2.479 5.191
H 0.570 -3.270 2.477
H 1.635 -2.246 1.556
H 1.143 -0.358 3.240
H -0.398 -0.888 2.821
H -0.525 -2.667 4.732
H -0.211 -1.186 5.384
H 1.703 -3.300 5.906
H 2.371 -1.666 5.270
O 1.992 4.471 -3.392
S 3.286 4.038 -3.863
O 4.095 4.718 -4.877
C 4.369 3.327 -2.476
C 4.178 1.824 -2.566
C 4.189 1.466 -4.067
C 3.009 2.370 -4.574
H 3.867 3.771 -1.616
H 5.428 3.451 -2.698
H 4.955 1.242 -2.070
H 3.282 1.466 -2.058
H 3.794 0.496 -4.370
H 5.184 1.565 -4.500
H 2.024 2.007 -4.279
H 2.950 2.542 -5.649
```

---

(2)
The following is a DFT calculation (the ωB97M-V functional and the def2-TZVPD basis) of a molecular structure, C33H63F4InNO15S at a distorted geometry.

Values from the calculation:
Total charge: -1

Geometry as XYZ:
```
118
C33H63F4InNO15S, DFT the ωB97M-V functional and the def2-TZVPD basis
C 1.643 -1.153 1.812
C 1.804 -2.046 0.523
F 2.026 -3.386 0.989
In 3.450 -1.200 -0.753
C 4.887 -2.788 -1.548
O 6.058 -2.092 -2.094
C 7.212 -2.741 -1.880
F 7.146 -4.075 -1.959
F 7.772 -2.394 -0.709
F 8.077 -2.359 -2.854
N 2.659 -0.137 -2.501
C 3.116 0.972 -2.454
S 3.381 2.600 -2.388
H 0.580 -1.070 2.124
H 2.096 -0.149 1.675
H 2.190 -1.693 2.601
H 0.844 -1.938 -0.033
H 4.462 -0.103 0.244
H 4.371 -3.262 -2.413
H 5.119 -3.502 -0.739
O -0.144 1.579 0.796
C -1.295 1.473 1.123
O -1.926 0.295 0.958
C -3.227 0.012 1.481
C -4.312 0.493 0.542
C -2.062 2.662 1.634
H -3.336 0.412 2.491
H -3.282 -1.074 1.573
H -4.281 1.575 0.410
H -5.299 0.220 0.922
H -4.181 0.051 -0.446
H -2.425 3.244 0.787
H -1.386 3.275 2.224
H -2.896 2.407 2.285
O -1.139 5.656 2.324
C 0.011 5.964 2.146
O 0.303 6.988 1.332
C 1.617 7.546 1.194
C 2.439 6.773 0.185
C 1.131 5.159 2.749
H 2.110 7.625 2.164
H 1.475 8.566 0.838
H 2.593 5.739 0.496
H 3.414 7.241 0.049
H 1.925 6.740 -0.778
H 1.331 4.295 2.112
H 0.815 4.814 3.732
H 2.049 5.722 2.898
O 1.226 -2.162 4.407
C 1.102 -3.311 4.728
O -0.078 -3.741 5.218
C -0.388 -5.118 5.447
C 0.110 -5.577 6.803
C 2.268 -4.263 4.671
H -0.017 -5.742 4.632
H -1.475 -5.189 5.419
H 1.196 -5.509 6.877
H -0.183 -6.612 6.988
H -0.303 -4.947 7.592
H 2.867 -4.146 5.574
H 2.872 -4.008 3.801
H 1.981 -5.306 4.554
O 4.646 9.575 1.576
C 4.544 10.629 1.011
O 3.341 11.020 0.554
C 3.070 12.324 0.034
C 3.429 12.419 -1.435
C 5.754 11.481 0.728
H 3.559 13.093 0.635
H 1.997 12.475 0.154
H 4.495 12.258 -1.600
H 3.163 13.399 -1.832
H 2.900 11.653 -2.004
H 6.239 11.119 -0.178
H 6.442 11.387 1.566
H 5.534 12.541 0.624
O -2.273 -7.985 1.818
C -2.108 -7.049 1.076
O -1.120 -6.180 1.317
C -0.724 -5.144 0.400
C -1.577 -3.908 0.570
C -3.050 -6.789 -0.070
H -0.718 -5.513 -0.627
H 0.310 -4.901 0.646
H -2.628 -4.106 0.347
H -1.229 -3.111 -0.088
H -1.533 -3.555 1.602
H -3.924 -6.253 0.300
H -3.364 -7.748 -0.481
H -2.604 -6.234 -0.891
O -4.468 -5.259 -3.383
C -5.177 -6.169 -3.717
O -6.078 -6.668 -2.852
C -7.085 -7.618 -3.210
C -6.553 -9.035 -3.154
C -5.010 -6.821 -5.065
H -7.524 -7.374 -4.180
H -7.880 -7.501 -2.474
H -5.743 -9.190 -3.868
H -7.346 -9.752 -3.372
H -6.149 -9.249 -2.163
H -4.206 -7.555 -5.009
H -4.744 -6.051 -5.787
H -5.913 -7.298 -5.441
O -3.807 1.205 -2.676
C -2.703 0.936 -3.080
O -1.865 1.921 -3.420
C -0.479 1.709 -3.732
C -0.298 1.321 -5.184
C -2.279 -0.494 -3.291
H -0.030 0.989 -3.047
H 0.021 2.659 -3.549
H -0.797 0.378 -5.415
H 0.761 1.219 -5.422
H -0.735 2.080 -5.837
H -2.643 -0.833 -4.261
H -2.726 -1.103 -2.507
H -1.204 -0.649 -3.229
```

---

no.,DFT total energy (hartree)
1,-5853.6483
2,-3466.3914